{"formula": "Cl4Zn", "method": "ωB97M-V/def2-TZVPD", "symbols": ["Zn", "Cl", "Cl", "Cl", "Cl"], "xyz": [[5.633, 6.596, 20.911], [7.811, 5.973, 20.622], [4.968, 8.006, 19.046], [4.114, 4.729, 21.112], [5.365, 8.293, 22.683]], "nbo_charge": [1.5332, -0.8699, -0.8912, -0.8811, -0.8909], "charge": -2, "e_above_lowest_kj_mol": 0.00, "homo_ev": -1.98}

{"formula": "C6H10N3S2", "method": "ωB97M-V/def2-TZVPD", "symbols": ["C", "C", "C", "C", "C", "C", "N", "N", "N", "S", "S", "H", "H", "H", "H", "H", "H", "H", "H", "H", "H"], "xyz": [[4.254, -0.746, 0.067], [3.286, 0.229, -0.091], [1.469, -0.724, 0.192], [-1.067, 1.807, 0.333], [-3.488, -0.409, -0.936], [-0.794, 0.309, 0.228], [4.762, -1.772, 0.290], [0.598, 0.230, 0.063], [1.424, -1.896, 0.634], [3.240, 1.815, -0.249], [-1.707, -0.419, -1.430], [-1.259, 1.977, -0.735], [-0.205, 2.431, 0.684], [-2.053, 1.991, 0.831], [-3.480, 0.101, 0.000], [-4.009, -1.364, -0.798], [-3.815, 0.471, -1.540], [-1.063, -0.171, 1.119], [1.085, 1.067, -0.161], [2.256, -2.562, 0.604], [0.565, -2.367, 0.895]], "nbo_charge": [0.1402, -0.2374, 0.5953, -0.6620, -0.7439, -0.0968, -0.1385, -0.5852, -0.7481, 0.3768, 0.1243, 0.2427, 0.2262, 0.2479, 0.2213, 0.2576, 0.2558, 0.2073, 0.4169, 0.4608, 0.4388], "charge": 1, "e_above_lowest_kj_mol": 305.51, "homo_ev": -12.44}

{"formula": "C40H34GeN3O2Pd", "method": "ωB97M-V/def2-TZVPD", "symbols": ["Pd", "C", "O", "C", "N", "C", "C", "C", "C", "C", "C", "C", "C", "C", "C", "C", "C", "N", "C", "N", "C", "C", "O", "C", "C", "C", "C", "C", "C", "H", "H", "H", "H", "H", "H", "H", "H", "H", "H", "H", "H", "H", "H", "H", "H", "H", "H", "H", "C", "Ge", "C", "C", "C", "C", "C", "C", "C", "C", "C", "C", "C", "C", "C", "C", "C", "C", "H", "H", "H", "H", "H", "H", "H", "H", "H", "H", "H", "H", "H", "H", "H"], "xyz": [[-0.463, -1.383, 0.061], [3.955, -2.301, 1.298], [3.045, -2.296, 2.427], [1.862, -1.946, 1.957], [1.772, -1.639, 0.718], [3.091, -1.798, 0.107], [3.101, -2.722, -1.101], [4.309, -2.919, -1.764], [4.373, -3.732, -2.885], [3.227, -4.354, -3.358], [2.021, -4.167, -2.703], [1.957, -3.354, -1.579], [0.688, -1.879, 2.842], [0.731, -1.752, 4.223], [-0.471, -1.572, 4.895], [-1.667, -1.548, 4.187], [-1.619, -1.735, 2.814], [-0.460, -1.894, 2.181], [-2.768, -1.754, 1.895], [-2.618, -1.981, 0.640], [-3.955, -1.947, 0.012], [-4.844, -1.445, 1.180], [-3.986, -1.507, 2.342], [-4.078, -1.107, -1.253], [-5.334, -0.623, -1.606], [-5.504, 0.129, -2.759], [-4.418, 0.426, -3.567], [-3.167, -0.074, -3.243], [-3.009, -0.859, -2.110], [4.318, -3.317, 1.153], [4.793, -1.652, 1.540], [3.432, -0.813, -0.230], [5.205, -2.431, -1.397], [5.319, -3.879, -3.389], [3.276, -4.988, -4.234], [1.129, -4.666, -3.061], [1.011, -3.257, -1.059], [1.679, -1.781, 4.740], [-0.472, -1.445, 5.969], [-2.614, -1.387, 4.684], [-4.228, -2.974, -0.251], [-5.713, -2.067, 1.372], [-5.157, -0.409, 1.044], [-6.192, -0.835, -0.978], [-6.492, 0.475, -3.030], [-4.555, 1.017, -4.463], [-2.321, 0.127, -3.889], [-2.058, -1.351, -1.951], [-2.288, 1.899, 0.518], [-0.505, 1.030, 0.431], [0.549, 1.642, 1.998], [1.925, 1.420, 2.056], [2.645, 1.777, 3.187], [1.996, 2.368, 4.263], [0.632, 2.609, 4.205], [-0.094, 2.244, 3.077], [0.526, 1.704, -1.185], [1.016, 0.751, -2.093], [1.628, 1.109, -3.284], [1.811, 2.455, -3.584], [1.371, 3.450, -2.699], [1.533, 4.817, -3.001], [1.121, 5.800, -2.112], [0.531, 5.439, -0.908], [0.359, 4.096, -0.589], [0.744, 3.075, -1.476], [-2.187, 2.977, 0.648], [-2.851, 1.502, 1.364], [-2.849, 1.700, -0.395], [2.436, 0.980, 1.207], [3.713, 1.602, 3.227], [2.558, 2.655, 5.143], [0.127, 3.087, 5.035], [-1.160, 2.436, 3.041], [0.910, -0.304, -1.875], [1.962, 0.341, -3.971], [2.324, 2.747, -4.493], [1.967, 5.088, -3.957], [1.261, 6.845, -2.354], [0.213, 6.209, -0.219], [-0.049, 3.815, 0.376]], "mulliken_spin": [1.4414, 0.0004, 0.0028, 0.0394, 0.0975, -0.0005, 0.0025, -0.0005, 0.0000, 0.0001, 0.0045, -0.0138, 0.0043, 0.0043, 0.0083, 0.0010, 0.0488, 0.0535, -0.0031, 0.0122, 0.0024, 0.0020, 0.0084, -0.0117, -0.0017, 0.0030, -0.0026, -0.0107, 0.0561, 0.0008, 0.0000, 0.0006, -0.0001, 0.0000, 0.0000, 0.0002, 0.0007, -0.0010, -0.0001, 0.0006, -0.0002, 0.0007, 0.0010, 0.0000, 0.0000, 0.0001, -0.0004, -0.0142, 0.0595, -0.0290, -0.0141, 0.0215, -0.0054, 0.0142, -0.0057, 0.0368, 0.1611, 0.1685, 0.1286, 0.1794, -0.0250, 0.2154, 0.0557, 0.0257, 0.1338, 0.0506, 0.0066, -0.0017, 0.0022, 0.0076, 0.0004, 0.0004, -0.0003, 0.0021, -0.0351, 0.0073, -0.0015, 0.0026, 0.0042, -0.0024, 0.0990], "charge": 2, "e_above_lowest_kj_mol": 29.41, "homo_ev": [-12.47, -13.78], "spin_multiplicity": 4}